No. 1
Entry from the Open Molecules 2025 dataset: a cluster of 9 separate species, C35H42IN8O3 in total in a non-equilibrium geometry (the ωB97M-V functional and the def2-TZVPD basis).

Properties
Charge = -1
E_HOMO = -0.2038 Ha

Geometry as XYZ:
```
89
Properties=species:S:1:pos:R:3:mulliken_charge:R:1
C 3.66 2.52 -1.59 -0.640
C 3.58 -0.71 2.45 -0.897
H 0.58 4.96 4.97 0.378
O -2.65 -1.27 -1.58 -0.577
H 0.03 3.47 8.40 0.424
H 2.73 -0.56 -7.61 0.415
C -0.65 2.24 6.73 -0.464
C 3.40 3.68 -2.38 -0.588
C -7.75 -0.13 -1.59 -0.489
C -9.02 -0.11 -2.08 -0.388
C 2.33 3.37 -3.20 -0.573
C 2.19 -2.58 -8.42 -0.425
H 1.72 4.80 0.79 0.526
C -2.58 -0.39 -2.38 0.139
C 0.77 4.69 3.95 -0.331
H 2.21 0.99 2.93 0.665
H 1.82 3.96 -3.94 0.414
H -0.04 -0.22 4.08 0.564
H -3.83 -0.99 2.12 0.455
C -0.81 -0.40 3.36 -0.050
H -10.30 -1.80 -2.82 0.383
H -6.40 -1.73 -1.33 0.172
N -1.84 -0.69 1.42 0.269
H -2.01 -0.76 0.43 0.217
C -8.29 -2.24 -2.12 -0.498
H -1.82 1.47 -2.95 0.478
C -0.11 2.50 7.96 -0.680
I -4.01 -0.23 -3.99 -0.040
O -0.07 0.41 -4.18 -0.883
H 4.98 -2.33 3.08 0.421
H 3.92 4.61 -2.35 0.406
N -0.65 0.89 6.55 0.112
H -0.98 0.42 5.73 0.230
C 2.38 -3.36 -1.16 -0.436
H 2.62 -3.60 -4.38 0.368
C 1.31 5.42 2.91 -0.821
C 3.59 -4.01 -1.25 -0.550
C -0.33 -0.06 -3.10 0.701
H -1.04 2.90 5.98 0.591
C 1.08 -1.64 -6.70 -0.462
N 1.92 -3.16 -2.42 0.141
H 0.26 -0.33 1.40 0.766
C 2.10 -1.43 -7.58 -0.439
C 1.35 4.56 1.78 -0.451
H 0.08 2.70 4.01 0.245
H -9.64 0.76 -2.19 0.385
C 0.83 3.36 2.16 -0.735
N 0.48 3.44 3.48 0.261
H 3.56 -0.78 1.38 0.529
H 2.89 -2.75 -9.22 0.398
H -0.23 -3.28 -6.48 0.201
N 1.95 2.09 -2.93 0.184
H 2.60 0.55 -1.63 0.608
C -2.80 -0.80 2.38 -0.456
H 1.07 -2.67 -2.65 0.335
H 2.87 0.42 5.48 0.483
H -7.11 0.66 -1.24 0.372
H 4.21 -4.31 -0.41 0.400
C -9.37 -1.45 -2.41 -0.385
H -0.03 -0.80 7.69 0.400
H 1.82 -3.02 -0.31 0.494
C -1.54 0.61 -2.40 -0.223
H 1.18 1.60 -3.38 0.207
C 3.19 -0.05 4.57 -1.066
H 4.73 -4.68 -3.06 0.399
H 0.69 2.44 1.61 0.576
H 0.93 -4.42 -8.39 0.392
C 2.74 1.56 -1.96 -0.456
O 0.20 -1.00 -2.47 -0.782
C 1.21 -3.45 -8.02 -0.584
N -7.31 -1.42 -1.62 0.086
H -8.13 -3.29 -2.22 0.368
H 1.64 6.44 2.97 0.380
H -2.70 -0.68 4.56 0.363
H 4.47 -1.51 5.40 0.174
C 2.81 -3.67 -3.32 -0.488
C 0.23 1.25 8.55 -0.542
C -0.63 -0.45 2.00 -0.915
C 2.87 0.21 3.26 0.190
H -1.31 0.85 -1.38 0.052
N 0.54 -2.87 -6.98 0.069
H 0.67 1.08 9.51 0.410
C -2.20 -0.64 3.60 -1.111
C 4.31 -1.51 3.29 -0.572
H 0.68 -1.03 -5.90 0.424
H 4.42 2.40 -0.85 0.420
C -0.12 0.27 7.65 -0.549
C 3.86 -4.21 -2.63 -0.537
N 4.07 -1.10 4.58 0.045
```

***

No. 2
Entry from the Open Molecules 2025 dataset: a structure of composition C35H43BrGeN4O2S4SbTl in a non-equilibrium geometry (the ωB97M-V functional and the def2-TZVPD basis).

Properties
Charge = -2
E_HOMO = -0.0407 Ha

Geometry as XYZ:
```
92
Properties=species:S:1:pos:R:3:mulliken_charge:R:1
H -5.22 -1.28 -0.01 0.388
C 2.37 -1.41 4.01 0.186
C 2.47 1.76 -2.55 0.215
H 5.21 -1.40 3.59 0.441
H 7.57 -1.81 3.04 0.403
H -3.71 0.21 -0.77 -0.138
C 4.47 -1.95 1.66 -0.307
H 0.25 -6.97 2.24 0.318
C -4.79 -1.50 0.96 -1.210
Sb -1.68 -0.27 -3.37 0.258
C 2.20 0.05 0.95 -1.107
C 3.04 -2.33 4.81 -0.742
H -2.37 0.72 0.29 -0.027
H 4.07 -2.50 -0.35 0.475
S -0.89 1.58 -1.97 -0.610
C 6.80 -1.98 2.29 -0.763
C 1.98 -5.80 1.76 -0.637
H 2.74 2.91 4.52 0.285
H -1.16 -5.01 2.69 0.277
C 4.84 -2.37 0.39 -0.362
H 3.07 -4.45 -1.39 0.277
C 2.72 1.89 2.67 1.039
C 6.17 -2.62 0.08 -0.888
C 3.00 -2.25 6.19 -0.789
C 2.51 -4.52 1.67 -0.498
H -5.48 -1.16 1.74 0.280
C 2.27 -1.24 6.80 -0.570
C 0.00 2.10 2.78 0.083
H 2.27 -1.16 7.88 0.366
H 1.35 4.32 -3.42 0.294
C 7.15 -2.43 1.03 -0.606
C 1.54 -0.36 6.02 -0.667
H -4.04 1.15 0.71 0.316
C 4.20 1.73 2.51 -1.784
H 3.53 -2.98 6.79 0.389
H -4.67 -2.58 1.05 0.357
C 1.99 -4.45 -1.56 -1.526
H -2.09 -2.33 3.59 0.397
Br -1.92 2.13 2.97 -0.260
C -0.13 -4.87 2.40 -0.472
H 0.24 3.16 4.63 0.341
H 3.17 -2.27 -2.80 0.306
H 0.94 0.41 6.49 0.474
Tl 0.24 -0.12 -0.22 1.752
N 0.44 1.51 1.70 -0.453
H 2.97 0.07 0.18 1.178
H 1.51 -4.93 -0.71 0.273
H 4.42 4.06 -3.68 0.339
H -0.21 -2.72 2.47 -0.412
H 6.43 -2.98 -0.91 0.424
H 0.99 0.21 4.04 0.702
H 1.72 -1.29 -2.98 0.019
H 4.45 0.68 2.31 0.281
C 0.40 -3.60 2.29 0.062
H -2.85 -3.31 2.33 0.317
C 2.13 2.52 3.71 -0.452
C 1.72 -3.41 1.93 0.854
C 1.50 -3.00 -1.67 0.632
N -3.52 -0.83 1.04 0.695
C 1.75 3.48 -4.00 -0.917
O 1.49 -2.30 -0.60 -0.211
H 0.94 2.78 -4.19 0.310
H 2.60 -6.66 1.53 0.370
C 1.58 -0.46 4.64 -0.520
H 2.12 2.13 0.63 0.331
C 1.88 1.44 1.49 0.782
H 1.78 -5.00 -2.47 0.562
C 0.72 2.67 3.79 -1.100
O -1.36 -0.85 1.74 0.203
H 4.56 2.32 1.66 0.262
C 3.91 3.63 -2.81 -1.028
H -3.83 -2.16 3.27 0.537
H 3.56 4.45 -2.17 0.324
C 2.09 -2.32 -2.91 -1.034
N 2.81 2.81 -3.28 0.005
N 2.24 0.79 -1.98 -0.197
H 4.73 2.06 3.40 0.386
S -1.52 -1.97 -1.39 -0.315
H 1.84 -2.86 -3.82 0.345
H 2.15 3.85 -4.95 0.309
Ge 2.52 -1.59 2.01 0.816
C 5.47 -1.75 2.60 -0.289
C -2.86 -2.34 2.82 -2.113
H 3.53 -4.38 1.36 0.245
H 4.61 3.01 -2.25 0.324
S -0.43 -3.40 -2.25 -0.213
C -3.41 0.38 0.27 -0.285
S -3.94 0.08 -3.49 -0.779
C 0.66 -5.98 2.15 -0.694
C -2.51 -1.27 1.80 0.394
H 3.61 -3.12 4.33 0.439
H 8.19 -2.64 0.79 0.342
```

***

No. 3
Entry from the Open Molecules 2025 dataset: a structure of composition C35H43F6GeOPPdS (the ωB97M-V functional and the def2-TZVPD basis).

Properties
Charge = +1
Spin multiplicity = 2
E_HOMO (spin up / spin down) = -0.4343 / -0.4332 Ha
Expectation value of S² = 0.762

Geometry as XYZ:
```
89
Properties=species:S:1:pos:R:3:lowdin_spin:R:1
F -3.34 2.04 -0.94 0.001
C 2.50 -0.74 2.74 0.002
H 3.76 -5.34 0.23 0.000
C -1.81 -2.17 -2.57 0.002
H 1.01 1.74 0.23 0.001
C -5.94 -1.99 2.11 0.001
H 1.25 -3.36 3.12 0.000
F -1.76 3.64 -1.42 0.001
F -0.69 3.09 0.53 0.000
H -5.41 -2.18 0.03 0.000
C 4.35 -5.51 2.27 0.000
H 2.97 -1.40 3.45 0.000
C -1.75 -6.52 1.01 0.000
H 2.72 -4.14 4.91 0.000
C -0.69 -5.62 1.03 0.002
H 4.26 0.18 -0.79 0.000
C -2.35 -1.02 -3.42 0.000
F -1.13 1.46 -1.01 0.031
P -2.05 2.65 -0.23 0.001
H 5.22 -6.11 2.04 0.000
F -2.26 1.50 1.00 0.006
H -3.32 -2.61 1.39 0.000
C 2.40 -4.29 1.54 0.006
H 0.75 -3.43 -3.00 0.000
H -2.36 -0.08 -2.87 0.000
H -0.03 1.46 2.38 0.001
C -0.01 -2.29 0.96 0.050
H -2.14 -6.91 1.94 0.000
C -2.29 -6.93 -0.20 0.002
C 2.95 -4.40 3.88 0.000
H -1.26 0.68 4.00 0.000
C -2.65 -2.47 -1.33 0.015
H 1.10 -0.56 6.52 0.000
H 5.53 -2.46 -2.21 0.000
C 1.32 -0.09 3.09 0.003
C 3.52 -5.07 1.25 0.002
H -3.38 -1.23 -3.74 0.000
H -3.68 -2.69 -1.61 0.004
H 4.59 -2.36 -4.49 0.000
Pd -0.66 -0.32 0.60 0.550
H -5.43 -0.52 0.61 0.000
C 4.07 -5.17 3.59 0.001
H 2.22 0.49 5.65 0.000
C 3.12 -0.55 1.50 0.004
Ge 1.30 -3.89 -0.01 0.021
C -0.73 -5.54 -1.38 0.003
H -0.26 -5.33 1.98 0.000
H -0.33 -5.19 -2.32 0.000
S -2.73 -1.00 -0.29 0.086
C 2.11 -3.96 2.86 0.001
H -0.04 1.70 4.76 0.000
C 0.79 0.80 2.13 0.002
H -0.89 0.48 5.70 0.000
C 3.95 -2.61 -3.66 0.002
F -2.91 3.69 0.60 0.000
H 2.70 0.12 -1.60 0.000
H 4.06 -1.04 1.32 0.000
C 2.30 -3.25 -1.51 0.002
C -0.18 -5.11 -0.17 0.004
C 3.25 0.57 -0.77 0.001
O -0.61 -2.41 1.93 0.160
H -1.78 -3.09 -3.17 0.000
H -5.74 -1.34 2.96 0.000
H 0.14 -1.32 4.33 0.000
C 0.63 -0.34 4.42 0.000
C 3.66 -2.97 -1.30 0.002
H 3.29 1.65 -0.95 0.000
C -5.16 -1.55 0.88 0.005
H 4.07 -3.03 -0.30 0.000
C -3.66 -1.60 1.14 0.009
C 1.63 -0.42 5.58 0.000
H 4.71 -5.51 4.39 0.000
H -3.39 -0.93 1.96 0.001
C 1.40 0.97 0.88 0.007
H -3.11 -7.64 -0.21 0.000
H 2.20 -2.84 -4.88 0.000
C 2.61 -2.88 -3.87 0.000
H -1.74 -0.89 -4.31 0.000
H 2.32 -1.26 5.47 0.000
H -7.01 -1.96 1.92 0.000
C 4.48 -2.67 -2.37 0.000
H -5.68 -3.01 2.40 0.000
C 2.58 0.29 0.54 0.003
C -1.78 -6.45 -1.39 0.000
H -0.78 -1.95 -2.26 0.001
C 1.79 -3.21 -2.81 0.001
H -2.26 -3.31 -0.76 0.001
H -2.18 -6.79 -2.34 0.000
C -0.45 0.69 4.73 0.000
```